No. 1
Here is a structure of composition C19H20FeN3O3 in a non-equilibrium geometry from the OMol25 dataset. Energies are from wB97M-V/def2-TZVPD.

Output
⟨S²⟩ ... 6.18
E_HOMO (spin up / spin down) ... -8.0957 / -9.7286 eV
Gap between HOMO and LUMO (spin up / spin down) ... 0.1960 / 0.0911 Eh
2S+1 ... 5
LUMO (spin up / spin down) ... -2.762 / -7.250 eV
Total charge ... +1
E ... -2389.2743 a.u.

XYZ file:
```
46
C19H20FeN3O3 wB97M-V/def2-TZVPD
O -1.13898 -0.47775 -3.42924
C -1.61968 -1.21901 -2.71122
Fe -2.32668 -2.43330 -1.47866
C -3.94604 -1.44715 -1.35883
O -4.91310 -0.85476 -1.26098
C -3.09144 -3.52005 -2.82411
O -3.53353 -4.20330 -3.62053
C -1.43100 -1.61996 0.26503
C -0.31438 -2.22125 -0.58340
C -0.59781 -3.61157 -1.14582
C -1.70354 -4.33022 -0.71670
C -2.66019 -3.74417 0.18099
C -2.51174 -2.39553 0.65429
H -1.34418 -0.58896 0.61625
H 0.06018 -1.51940 -1.35564
H 0.55400 -2.34211 0.10072
H 0.11540 -4.06696 -1.83745
H -1.87016 -5.34537 -1.09112
H -3.51503 -4.33587 0.51069
H -3.28158 -1.96744 1.30414
C -2.31665 4.45053 0.58552
C -2.08816 3.47122 -0.35998
C -1.03951 2.58907 -0.20327
C -0.21362 2.66822 0.90702
C 0.92251 1.70442 1.09146
N 2.12203 2.13759 0.54539
C 3.16427 1.37617 0.54752
N 4.42907 1.72809 0.07481
C 5.43571 0.69307 0.32100
C 4.64959 -0.40462 1.07097
N 3.25689 0.07427 1.06498
C -0.44445 3.66403 1.84404
C -1.49216 4.54645 1.68690
H -3.14219 5.13400 0.46767
H -2.73281 3.39367 -1.22062
H -0.85539 1.82958 -0.94472
H 1.07744 1.52434 2.16214
H 0.66472 0.73769 0.64389
H 4.65541 2.59286 -0.42238
H 5.84063 0.33180 -0.63027
H 6.26279 1.09988 0.91344
H 4.70850 -1.37581 0.56806
H 5.00681 -0.53297 2.09940
H 2.66451 -0.23545 1.83893
H 0.20298 3.73662 2.70121
H -1.66946 5.30942 2.42849
```

***

No. 2
Here is a structure of composition C19H20N3O8PbS2Se in a non-equilibrium geometry from the OMol25 dataset. Energies are from wB97M-V/def2-TZVPD.

Output
⟨S²⟩ ... 0.76
E_HOMO (spin up / spin down) ... -2.3907 / -2.3945 eV
Gap between HOMO and LUMO (spin up / spin down) ... 0.2463 / 0.2004 Eh
2S+1 ... 2
LUMO (spin up / spin down) ... 4.312 / 3.058 eV
Total charge ... -2
E ... -4892.9324 a.u.

XYZ file:
```
54
C19H20N3O8PbS2Se wB97M-V/def2-TZVPD
Pb -0.52909 -0.74888 -0.96297
C 2.87661 -3.27988 -1.31027
C 1.61411 -3.60048 -0.51297
C 1.52671 -5.07528 -0.11467
O 0.51021 -3.27868 -1.34767
C 1.67161 -2.71968 0.80413
O 2.38401 -3.15908 1.70343
O 1.00071 -1.66538 0.81573
H 2.86081 -3.81548 -2.25987
H 3.76021 -3.56578 -0.74447
H 2.91471 -2.20918 -1.50067
H 1.63371 -5.71488 -0.99057
H 0.55981 -5.26818 0.35023
H 2.30401 -5.29988 0.61033
H -0.29959 -3.56588 -0.90987
C 0.07471 4.79852 2.24653
C 0.72451 3.87812 1.25283
C 0.79611 4.20372 -0.09517
C 1.39431 3.34252 -0.99937
C 1.91571 2.14552 -0.55267
C 1.84001 1.79122 0.78143
C 1.25311 2.66392 1.68083
S 2.67751 1.01892 -1.72577
O 3.49871 0.09752 -0.98237
O 3.39251 1.82612 -2.70397
N 1.45431 0.20822 -2.42547
C 1.04341 0.64342 -3.65687
C -0.31399 1.65462 -3.53757
O -0.24039 2.59302 -4.30097
O -1.13439 1.24782 -2.74097
H -0.21319 5.73812 1.78113
H 0.75051 5.01602 3.07403
H -0.81609 4.32762 2.65893
H 0.36521 5.13162 -0.44557
H 1.45901 3.58712 -2.04917
H 2.23061 0.83282 1.08483
H 1.17631 2.38762 2.72293
H 0.62121 -0.16628 -4.25927
H 1.79411 1.23302 -4.19007
O -2.10209 -1.54138 0.93633
N -2.71179 -0.72588 1.71633
C -3.52929 -1.23758 2.65603
C -4.23119 -0.46208 3.54733
C -4.10909 0.92202 3.46863
C -3.28139 1.44622 2.50753
C -2.55959 0.63622 1.61863
S -1.55019 1.36022 0.45163
H -3.59159 -2.31708 2.65473
H -4.87599 -0.92768 4.27833
H -4.65009 1.56912 4.14533
H -3.14439 2.50632 2.38793
Se -4.64369 -3.68588 -2.50757
C -3.24819 -2.70878 -2.15907
N -2.30409 -2.06798 -1.95017
```

***

No. 3
Here is a cluster of 3 separate species, C19H20N3O8S2 in total in a non-equilibrium geometry from the OMol25 dataset. Energies are from wB97M-V/def2-TZVPD.

Output
E_HOMO ... -11.0729 eV
Gap between HOMO and LUMO ... 0.2609 Eh
2S+1 ... 1
LUMO ... -3.973 eV
Total charge ... +1
E ... -2298.2718 a.u.

XYZ file:
```
52
C19H20N3O8S2 wB97M-V/def2-TZVPD
N -5.77252 0.06559 -0.22021
C -4.51979 -0.78991 -0.13621
C -4.70796 -2.02460 0.76747
C -3.55453 -2.23700 1.75397
S -3.67409 -1.14638 3.20224
C -2.63448 0.26033 2.93637
S -3.11953 1.67522 3.54426
N -1.38134 0.17167 2.28199
C -1.14663 0.07375 0.95152
C 0.18416 0.03386 0.71125
N 0.76923 0.13103 1.96942
C -0.12548 0.21032 2.85468
H -5.80768 0.63901 0.62624
H -5.64858 0.70807 -1.00658
H -6.61544 -0.49193 -0.35794
H -4.27651 -1.11702 -1.14704
H -3.72264 -0.13770 0.21196
H -4.74810 -2.89712 0.11065
H -5.66273 -1.93161 1.29499
H -3.66119 -3.25751 2.13016
H -2.56322 -2.18079 1.29646
H -1.83513 0.04076 0.12065
H 0.65104 -0.03403 -0.25704
H 0.02016 0.31416 3.91815
C 1.77362 5.34704 0.98705
C 2.86594 6.00206 0.57089
C 4.02087 5.28427 -0.06601
O 4.97416 5.93861 -0.43949
C 3.94056 3.83657 -0.20012
C 2.85089 3.18182 0.21974
C 1.68405 3.90410 0.83198
O 0.71097 3.25533 1.17513
O 2.73436 1.85773 0.12006
O 2.99585 7.31887 0.69217
H 0.93547 5.85382 1.44409
H 4.78498 3.32860 -0.64415
H 1.86034 1.63838 0.49561
H 3.86984 7.53819 0.31497
C 1.52863 -3.18150 -3.44717
C 2.56520 -3.98687 -3.72081
C 3.49552 -4.46621 -2.64424
O 4.40404 -5.20930 -2.95400
C 3.26090 -4.01042 -1.28109
C 2.22888 -3.20348 -1.00748
C 1.28122 -2.74547 -2.08544
O 0.34147 -2.02370 -1.78372
O 1.99013 -2.76868 0.23265
O 2.83149 -4.40890 -4.94930
H 0.85192 -2.83246 -4.21422
H 3.94694 -4.34848 -0.51734
H 1.19981 -2.20339 0.18704
H 3.62489 -4.97471 -4.87421
```